1.
DFT (wB97M-V/def2-TZVPD) results for a 2-piece molecular cluster, C4H7NO3 overall in a non-equilibrium geometry.

Its structure (SMILES) is COCC(=O)C#N.O. Its energy above the lowest of the compared OMol25 structures with the same formula, charge and spin is 3.122 eV. As for the LUMO energy: -0.53 eV. The value obtained for the HOMO energy is -11.10 eV. The calculated total energy is -11892.1554 eV.

Structure (XYZ):
```
15
Properties=species:S:1:pos:R:3:forces:R:3
C 1.345 0.897 1.204 0.037 0.243 0.131
O 0.826 -0.085 0.327 0.217 -0.345 0.031
C 0.309 0.435 -0.851 0.039 1.082 -0.387
C -0.287 -0.672 -1.677 -1.115 -1.262 0.721
O 0.009 -1.832 -1.571 0.319 0.684 -0.383
C -1.565 -0.329 -2.385 -1.018 0.559 0.063
N -2.677 -0.074 -2.596 1.484 -0.305 -0.045
H 0.565 1.614 1.501 0.118 -0.094 -0.099
H 1.690 0.371 2.101 0.010 0.144 -0.309
H 2.171 1.443 0.726 -0.106 -0.129 0.187
H -0.446 1.220 -0.651 0.006 -0.386 -0.077
H 1.068 0.942 -1.477 0.096 -0.137 0.171
O -1.027 -1.684 1.888 -0.730 0.784 0.266
H -0.292 -1.274 1.403 -0.334 0.025 0.028
H -1.689 -0.972 2.062 0.975 -0.863 -0.300
```
Forces are in eV/Å.

2.
DFT (wB97M-V/def2-TZVPD) results for a single C4H7NO3S molecule in a non-equilibrium geometry.

Its structure (SMILES) is COC(=O)[C@H](N=O)SC. Its energy above the lowest of the compared OMol25 structures with the same formula, charge and spin is 4.020 eV. As for the LUMO energy (alpha / beta): -0.33 / -0.33 eV. The value obtained for the HOMO energy (alpha / beta) is -8.32 / -8.32 eV. The calculated total energy is -22724.6313 eV.

Structure (XYZ):
```
16
Properties=species:S:1:pos:R:3:forces:R:3
C -0.982 1.528 3.015 4.434 -1.776 -1.238
O -1.137 0.917 1.639 -1.547 4.228 2.690
C -0.581 -0.151 1.396 0.630 -5.305 -4.521
O -0.040 -1.025 2.000 0.156 0.844 0.538
C -0.849 -0.391 -0.433 -1.181 2.927 2.772
N -2.065 -1.209 -0.516 -0.696 0.602 0.530
O -3.109 -0.613 -0.591 0.687 0.207 0.000
S 0.575 -1.049 -1.131 0.444 -2.056 -0.606
C -0.070 -2.828 -1.191 1.254 -0.114 1.055
H -1.907 1.676 3.390 -2.951 0.307 1.179
H -0.477 2.460 2.776 -0.064 0.033 0.343
H -0.300 0.855 3.680 -1.430 1.150 -1.330
H -1.059 0.669 -0.770 0.190 -1.196 0.261
H 0.365 -3.506 -0.355 -0.766 1.400 -1.375
H 0.262 -3.170 -2.165 -0.184 -0.307 -0.001
H -1.162 -2.690 -1.097 1.023 -0.942 -0.295
```
Forces are in eV/Å.

3.
DFT (wB97M-V/def2-TZVPD) results for a 2-piece molecular cluster, C4H7NOS overall in a non-equilibrium geometry.

Its structure (SMILES) is C=CC1=N[C@H]1S.O. Its energy above the lowest of the compared OMol25 structures with the same formula, charge and spin is 3.741 eV. As for the LUMO energy: -0.45 eV. The value obtained for the HOMO energy is -9.14 eV. The calculated total energy is -18630.8087 eV.

Structure (XYZ):
```
14
Properties=species:S:1:pos:R:3:forces:R:3
C 1.281 -1.224 -0.042 0.508 -3.706 -1.452
C -0.022 -1.302 0.151 0.988 1.170 0.210
C -0.803 -0.189 0.501 -2.025 0.440 0.425
N -0.900 1.056 0.559 0.480 1.750 0.125
C -2.125 0.339 0.798 -1.486 -1.902 0.578
S -3.501 0.210 -0.447 3.106 0.515 -0.906
H 1.688 -2.264 -0.418 -0.005 2.498 0.921
H 1.843 -0.322 0.012 0.580 0.290 0.233
H -0.573 -2.171 0.051 -0.742 -1.821 -0.245
H -2.526 0.208 1.807 0.153 0.461 -0.180
H -2.421 0.293 -1.405 -2.080 -0.146 0.820
O 1.302 1.870 -0.593 -1.115 0.263 0.976
H 0.501 2.028 0.018 1.608 -0.249 -1.330
H 1.047 1.043 -1.024 0.030 0.437 -0.175
```
Forces are in eV/Å.

4.
DFT (wB97M-V/def2-TZVPD) results for C4H7NOS as an isolated structure in a non-equilibrium geometry.

Its energy above the lowest of the compared OMol25 structures with the same formula, charge and spin is 2.877 eV. As for the LUMO energy: -0.20 eV. The value obtained for the HOMO energy is -8.48 eV. The calculated total energy is -18631.6725 eV.

Structure (XYZ):
```
14
Properties=species:S:1:pos:R:3:forces:R:3
C 1.728 -0.662 0.067 1.645 -0.964 -0.622
C 1.485 -1.802 -0.542 -0.154 -1.337 -0.178
C -0.517 0.239 0.035 0.325 -2.710 -0.474
C -1.425 1.420 0.165 2.499 -0.670 -2.275
N 0.778 0.399 -0.028 -1.953 0.377 0.219
O 2.897 -0.258 0.585 -1.174 -0.701 0.156
S 1.505 1.905 -0.157 0.044 1.833 -0.243
H 2.103 -2.702 -0.546 0.121 0.700 0.163
H 0.589 -1.867 -1.118 -0.514 -0.203 -0.127
H -0.867 -0.913 -0.029 0.668 3.007 0.524
H -0.777 2.170 0.653 -0.976 0.283 -0.461
H -2.214 1.054 0.678 -2.649 -0.721 2.343
H -1.897 1.627 -0.824 0.877 0.647 0.463
H 2.722 0.731 0.478 1.241 0.459 0.513
```
Forces are in eV/Å.

5.
DFT (wB97M-V/def2-TZVPD) results for C4H7NOS as an isolated structure in a non-equilibrium geometry.

Its energy above the lowest of the compared OMol25 structures with the same formula, charge and spin is 4.695 eV. As for the LUMO energy: 0.13 eV. The value obtained for the HOMO energy is -8.58 eV. The calculated total energy is -18629.8541 eV.

Structure (XYZ):
```
14
Properties=species:S:1:pos:R:3:forces:R:3
C -1.994 0.644 -0.051 -0.255 1.800 -0.802
C -1.215 -0.685 -0.066 0.374 -1.553 -0.620
C 1.032 0.587 -0.212 1.574 1.434 -0.406
C 2.415 0.753 0.050 -4.477 2.378 0.547
H -1.718 0.995 -1.212 -0.872 0.036 3.370
H -1.828 1.405 0.879 0.653 -1.665 -2.656
H -3.137 0.579 0.049 1.821 -0.876 -0.582
H 0.274 -2.992 0.886 2.117 2.589 -2.417
H 0.467 1.512 -0.470 0.266 -0.878 0.523
H 2.977 1.659 0.498 -1.798 -0.829 -1.562
H 2.967 -0.050 0.274 1.930 -3.255 0.418
N 0.217 -0.649 -0.470 0.845 2.368 1.894
O -1.733 -1.787 0.009 0.561 1.623 0.354
S 1.275 -1.973 -0.162 -2.741 -3.172 1.936
```
Forces are in eV/Å.

6.
DFT (wB97M-V/def2-TZVPD) results for a single C4H7NOS molecule in a non-equilibrium geometry.

Its structure (SMILES) is C=S(=O)=C/C=N/C. Its energy above the lowest of the compared OMol25 structures with the same formula, charge and spin is 5.889 eV. As for the LUMO energy (alpha / beta): -1.51 / -1.10 eV. The value obtained for the HOMO energy (alpha / beta) is -8.20 / -8.60 eV. The calculated total energy is -18628.6602 eV.

Structure (XYZ):
```
14
Properties=species:S:1:pos:R:3:forces:R:3
C -0.475 -2.689 -1.001 1.456 1.431 0.079
S -1.206 -1.668 0.071 -2.234 0.903 0.110
O -2.577 -2.123 0.363 0.223 0.017 0.147
C -1.321 0.085 -0.141 5.340 -1.481 -0.580
C -0.195 1.010 0.051 -1.666 -1.392 0.261
N 0.986 0.717 0.407 -0.013 0.513 -0.945
C 1.837 1.909 0.581 -2.832 -0.584 0.098
H -0.928 -3.631 -1.169 -0.469 -0.640 0.178
H 0.595 -2.552 -1.058 0.086 -0.044 -0.351
H -2.239 0.469 -0.016 -3.425 0.749 0.611
H -0.506 2.045 0.005 -0.194 0.451 -0.299
H 2.084 1.748 1.581 1.219 0.742 1.721
H 2.626 1.804 -0.065 2.275 -0.080 -1.298
H 1.319 2.877 0.390 0.232 -0.587 0.268
```
Forces are in eV/Å.

7.
DFT (wB97M-V/def2-TZVPD) results for a single C4H7NOS molecule in a non-equilibrium geometry.

Its structure (SMILES) is CS[C@@](C)(O)C#N. Its energy above the lowest of the compared OMol25 structures with the same formula, charge and spin is 1.622 eV. As for the LUMO energy: 0.57 eV. The value obtained for the HOMO energy is -9.38 eV. The calculated total energy is -18632.9277 eV.

Structure (XYZ):
```
14
Properties=species:S:1:pos:R:3:forces:R:3
C 1.136 -1.394 0.277 -0.039 -0.874 0.830
S 0.831 -0.743 -1.360 -0.480 1.085 -0.179
C -0.115 0.809 -1.103 -2.044 -0.343 1.283
C -1.453 0.579 -0.245 0.899 -0.910 -2.118
O 0.672 1.777 -0.503 0.576 1.637 0.749
C -0.474 1.323 -2.407 0.228 -0.280 -1.549
N -0.585 1.739 -3.472 -0.316 0.056 0.241
H 0.258 -1.993 0.721 1.369 1.003 -0.699
H 1.602 -0.706 1.053 -0.618 -0.729 -1.238
H 1.910 -2.096 -0.122 -0.415 0.100 1.191
H -1.094 0.280 0.751 -0.786 0.224 -0.288
H -2.152 1.416 -0.351 0.621 0.351 0.715
H -2.011 -0.194 -0.822 0.471 -0.079 0.949
H 0.230 2.664 -0.570 0.536 -1.241 0.110
```
Forces are in eV/Å.

8.
DFT (wB97M-V/def2-TZVPD) results for a single C4H7NOS molecule in a non-equilibrium geometry.

The multiplicity is 3. Its energy above the lowest of the compared OMol25 structures with the same formula, charge and spin is 5.087 eV. As for the LUMO energy (alpha / beta): 0.75 / -1.88 eV. The expectation value of S² is 2.0096. The value obtained for the HOMO energy (alpha / beta) is -5.11 / -9.74 eV. The calculated total energy is -18625.5324 eV.

Structure (XYZ):
```
14
Properties=species:S:1:pos:R:3:forces:R:3
C -0.445 -1.390 0.094 1.695 -1.807 -0.421
C -0.307 1.241 0.342 0.320 0.253 -0.990
C 0.897 -0.925 -0.241 0.796 -1.874 -2.350
C 1.015 0.576 -0.020 1.077 0.379 -0.232
N 1.728 -0.382 0.753 1.386 -0.256 3.529
O -2.709 0.105 0.440 -1.560 -0.371 1.070
S -1.480 0.003 -0.292 0.547 0.809 -0.238
H -0.650 -2.318 -0.451 -0.777 0.225 0.630
H -0.677 1.361 1.412 1.017 0.265 -1.289
H -0.284 2.176 -0.332 -0.905 -1.179 1.406
H 1.453 -1.460 -1.195 -1.406 1.286 2.561
H 1.724 1.063 -0.734 -1.029 0.115 0.682
H 1.632 -0.599 1.821 -0.544 0.739 -2.877
H -1.896 0.548 -1.596 -0.618 1.416 -1.481
```
Forces are in eV/Å.